The following is a DFT calculation (the ωB97M-V functional and the def2-TZVPD basis) of a 13-piece molecular cluster, C40H113N7O19 overall in a non-equilibrium geometry.

The geometry in XYZ format:
```
179
Properties=species:S:1:pos:R:3:forces:R:3
C 12.8049 15.3030 8.9819 0.1845 -0.2140 -0.7876
C 13.9352 14.3254 9.4215 -1.2237 -0.0102 0.4577
O 13.9069 14.1196 10.8381 0.2038 0.7790 -0.8936
O 11.4704 14.6867 8.8718 1.0883 -0.0324 0.9958
H 12.9956 15.7272 7.9945 0.4067 -0.0649 -0.0025
H 12.7893 16.1484 9.6742 -0.2992 -0.1391 0.1689
H 14.9334 14.6759 9.1618 -0.1312 0.2166 -0.1327
H 13.7731 13.3425 8.9753 0.0872 0.0530 -0.4961
H 13.0837 13.6204 10.9705 0.2054 -0.3443 0.3332
H 11.0993 14.8605 8.0049 0.0842 0.1442 0.0078
C 13.9215 17.8367 19.5434 0.9695 0.0517 -0.5047
C 15.1729 18.1845 18.7210 -0.4326 0.5579 0.6043
O 15.1981 19.6236 18.4741 -0.1616 -1.3777 -0.3306
O 13.8166 16.4103 19.6687 -0.0585 0.3453 0.0537
H 13.0793 18.2304 18.9723 -0.2557 -0.0368 0.4127
H 14.0516 18.3061 20.5182 -0.5163 0.1085 0.0266
H 15.1171 17.5605 17.8259 0.2639 0.3126 -0.2230
H 16.0713 17.9499 19.2898 0.0927 -0.2342 -0.0754
H 15.2052 19.7094 17.5153 -0.0062 0.2732 0.0492
H 13.9189 16.1941 20.5988 0.0179 -0.0952 -0.0467
C 7.5428 16.9875 11.8404 1.3103 -0.0221 0.3052
C 8.4965 17.0568 13.0534 -0.9385 0.3392 0.3124
O 8.7099 15.7732 13.6273 0.2766 0.2211 -0.3743
O 8.2854 16.7691 10.6218 -0.7517 0.4618 0.0410
H 6.9827 17.9261 11.8061 0.3412 0.0574 -0.6470
H 6.7911 16.2090 12.0020 0.1856 -0.1677 0.0641
H 8.0629 17.7146 13.8104 -0.2643 -0.3082 0.2099
H 9.4441 17.5581 12.8372 0.0643 -0.1418 -0.5460
H 9.2097 15.3306 12.9276 0.1555 -0.3996 0.2834
H 8.9284 16.0535 10.7158 -0.2879 0.0055 0.4263
C 10.6766 10.7596 16.1225 -0.0322 0.0179 0.2011
C 12.0022 11.4882 16.2294 0.5210 -0.1862 -0.6346
O 12.6774 11.1949 17.4416 -0.5125 0.4046 -0.3708
O 10.1159 10.9065 14.8151 0.0427 -0.0098 0.1014
H 10.0064 11.1975 16.8607 -0.3043 0.0610 -0.1430
H 10.7485 9.6982 16.3682 0.3054 -0.0020 0.0995
H 11.8310 12.5564 16.0759 -0.1289 0.1746 0.3703
H 12.6591 11.2313 15.3911 -0.0968 -0.3862 -0.1596
H 12.8849 12.0612 17.8423 0.2953 -0.2241 0.5928
H 10.2563 10.0668 14.3711 -0.0605 0.0778 -0.1122
C 14.0360 18.6482 11.1833 -0.5306 -0.6577 0.4366
C 12.9820 18.8093 12.2754 0.5853 1.2016 0.2534
O 13.4847 18.6121 13.5845 0.1230 -0.2075 -0.3091
O 13.2779 18.6938 9.9848 0.5522 0.0824 -0.6113
H 14.6002 17.7137 11.2076 -0.1957 -0.2309 0.3769
H 14.7807 19.4431 11.2878 -0.1540 0.2301 -0.2553
H 12.0641 18.2464 12.0943 0.2251 -0.2048 -0.1966
H 12.7566 19.8759 12.1953 -0.5174 -0.0435 0.2174
H 13.6189 17.6508 13.6024 -0.0490 -0.2066 0.1255
H 13.8778 18.3744 9.3034 -0.2440 0.2041 -0.2793
C 9.9344 13.1606 11.5592 0.3563 0.0443 -0.4492
C 11.1050 12.2413 11.9652 -1.0158 0.7389 0.7445
O 12.1726 12.3159 11.0706 -0.0124 -0.6918 -0.7953
O 10.3016 14.5735 11.4936 -0.3854 -0.9923 0.6646
H 9.1053 12.9879 12.2501 0.2190 0.5769 0.3139
H 9.5107 12.8727 10.5924 0.3039 -0.0817 -0.1897
H 10.7852 11.1988 12.0367 -0.3138 0.1165 0.1897
H 11.4938 12.5514 12.9346 -0.1293 -0.0308 0.1066
H 11.8845 11.8073 10.3071 0.3846 0.1708 -0.3883
H 10.8104 14.7607 10.6865 -0.1727 -0.4286 -0.2259
C 18.9635 14.3590 12.0621 0.7960 0.2175 -0.6167
C 17.4883 14.6951 11.9455 0.8022 0.0919 2.1280
C 17.1751 16.1597 11.5917 -0.9435 -0.8489 -1.0213
O 17.7056 17.0652 12.4940 1.2955 1.2499 0.4868
C 17.4292 18.4418 12.1906 -0.7249 -0.3582 -0.3095
N 16.8496 13.6720 11.1899 -0.6215 1.1555 -1.8970
H 19.5285 14.3491 11.1273 -0.3581 0.3371 -0.4209
H 19.0584 13.3156 12.3693 -0.0038 0.1162 0.5589
H 19.4942 15.0574 12.7099 -0.0627 -0.2480 0.3343
H 17.1606 14.5263 12.9835 -0.1178 0.7662 0.4052
H 16.0964 16.3536 11.5972 -0.3407 -0.6077 -0.2044
H 17.5073 16.3291 10.5579 0.2428 0.2150 -0.0449
H 18.2016 19.1172 12.5498 0.2045 -0.3861 0.2701
H 16.4652 18.7466 12.6046 0.0219 -0.1178 0.4554
H 17.2936 18.6552 11.1222 0.4010 -0.4647 -0.1508
H 15.8881 13.9444 11.0445 -0.2238 -0.3363 0.0632
H 16.8618 12.7980 11.7073 -0.0204 -0.0797 -0.2902
C 16.1510 13.8321 19.2051 0.7304 -1.0788 0.7553
C 15.1747 12.6420 19.1162 -0.1777 0.9656 -0.2492
C 15.3311 11.5430 20.1882 0.0019 0.3954 -1.0126
O 16.6773 11.1129 20.2588 -0.0581 -0.4724 0.3084
C 17.1360 10.3071 19.1765 0.4632 0.1910 0.3548
N 13.7960 13.1573 19.1074 -0.5089 -0.1078 -0.1037
H 16.2548 14.1901 20.2307 -0.4299 0.3098 0.0762
H 15.8624 14.6380 18.5294 0.0101 -0.0627 0.0621
H 17.1678 13.4942 18.9905 0.0050 0.0776 -0.3937
H 15.3440 12.2163 18.1216 -0.1346 -0.3070 0.0750
H 14.6398 10.7168 19.9854 0.1431 -0.1166 -0.3144
H 14.9888 11.9289 21.1525 0.5959 0.1543 0.1716
H 17.1120 10.8669 18.2395 -0.2052 -0.2122 -0.1600
H 16.6802 9.3156 19.0986 -0.7074 0.2797 -0.0412
H 18.1788 10.0577 19.3736 0.1106 0.3873 0.1776
H 13.3796 13.2339 20.0302 0.2184 -0.0686 0.0811
H 13.7768 14.0959 18.7229 0.0253 0.0562 -0.0298
C 17.7658 18.1259 16.6231 0.6303 -0.6228 0.0428
C 18.4206 16.8587 17.2407 -2.3925 -0.0552 0.6239
C 18.4317 15.6442 16.3522 -0.5406 0.0532 -1.6087
O 19.1738 14.5553 16.8589 0.1757 -0.2342 0.5786
C 18.9930 13.3538 16.1457 0.3602 -0.4982 -0.4791
N 19.6817 17.1441 17.7818 2.3651 -0.2223 0.5752
H 18.5093 18.5545 15.9509 -0.2051 0.1419 -0.3018
H 17.5566 18.8718 17.3920 0.2012 -0.1884 0.1124
H 16.8261 17.9384 16.0988 0.1670 -0.2029 -0.1793
H 17.8139 16.5804 18.1073 -0.2843 0.0072 0.1069
H 18.8622 15.9537 15.3908 -0.0168 -0.1425 -0.2795
H 17.3954 15.3424 16.1702 -0.1235 -0.1291 -0.1400
H 17.9757 12.9545 16.2031 -0.1832 0.2733 0.0477
H 19.6598 12.5555 16.4776 0.0301 0.3291 0.8442
H 19.3037 13.3955 15.0966 -0.3758 0.6719 -0.2658
H 20.3798 17.0795 17.0440 0.0726 0.6164 -0.3185
H 19.9350 16.2906 18.2736 0.0864 0.1772 0.5708
C 11.7899 20.1439 17.1721 -0.5928 -0.8804 -1.0774
C 11.1014 20.8313 15.9073 0.9683 -1.1583 2.1306
C 9.6657 20.2878 15.7706 0.4399 1.2671 -0.2699
O 9.0555 20.8245 14.5515 0.5776 -0.1647 1.3085
C 7.6866 21.1347 14.6945 -0.2121 -0.6259 -0.1803
N 11.1501 22.2373 16.2598 -1.2603 0.5649 -0.8373
H 11.3053 20.2540 18.1462 -0.5727 0.5749 -0.3678
H 12.8139 20.4684 17.3633 0.0387 -0.0345 -0.4769
H 11.7520 19.0641 17.0019 0.5136 -0.1163 -0.0457
H 11.6265 20.5535 14.9882 0.3320 0.0575 0.0759
H 9.2089 20.6157 16.7088 -0.7418 0.1659 -0.2994
H 9.6295 19.1963 15.7420 0.1998 -0.0300 -0.1470
H 7.1637 20.3174 15.1978 -0.0827 0.0230 0.2445
H 7.2426 21.1802 13.6994 0.1723 0.2423 -0.0638
H 7.5006 22.0693 15.2271 0.1274 0.0493 0.0755
H 10.7197 22.7567 15.5061 0.0185 0.3824 0.0026
H 12.0712 22.6241 16.4184 0.0912 -0.4217 -0.1238
C 9.8445 12.4821 19.9285 1.7224 1.2311 -0.9679
C 10.3467 11.0388 19.8809 -0.7381 0.8049 2.3058
C 11.6550 10.7888 20.7140 0.4407 0.3740 -0.2319
O 11.4872 11.1774 22.1266 -0.1535 0.7852 -1.4564
C 12.5051 10.7809 23.0345 -0.0031 -0.3966 -1.1508
N 9.3558 10.3974 20.6976 -1.1577 -2.2313 1.1216
H 10.6158 13.1545 19.5440 0.0388 0.3440 -0.0742
H 9.6317 12.7897 20.9529 0.0715 -0.1240 -0.0532
H 8.9655 12.6713 19.3069 -0.0361 -0.4147 0.0672
H 10.4147 10.6536 18.8625 0.2894 -0.1013 0.2962
H 12.4217 11.3288 20.1560 0.3362 0.3527 0.6573
H 11.9962 9.7482 20.7216 -0.5162 -0.1731 -0.2534
H 12.3579 11.2887 23.9848 -0.2572 -0.1282 -0.0425
H 13.4990 11.0412 22.6612 0.0539 0.0659 -0.0091
H 12.4563 9.6918 23.1181 0.1685 -0.0360 0.4283
H 8.4813 10.8974 20.7968 -0.1108 0.0277 -0.7627
H 9.7318 10.5176 21.6321 -0.2316 -0.5275 0.2389
C 15.2699 11.8307 14.1222 1.3203 -0.0415 0.1038
C 16.7278 11.3517 13.8491 -1.3628 -1.1615 -0.9620
C 16.9700 9.9951 14.5058 -0.5074 -0.0577 0.9653
O 18.3264 9.7243 14.3855 1.1553 -0.8466 -0.2939
C 18.8958 8.5148 14.8866 0.9428 0.4973 -0.0733
N 16.9218 11.2164 12.3755 0.3834 -1.0142 0.7010
H 15.1681 12.8055 13.6495 -0.3054 0.0400 0.1702
H 15.1266 11.8743 15.2044 -0.1442 0.3266 -0.0425
H 14.5029 11.1599 13.7283 0.2559 -0.1245 -0.1844
H 17.4892 12.0620 14.1732 -0.2429 0.0799 0.2456
H 16.3094 9.2363 14.0594 0.2116 -0.0385 -0.3659
H 16.7016 9.9682 15.5673 -0.1290 0.3796 0.2460
H 18.6433 7.5858 14.3679 -0.6330 0.2309 -0.0704
H 18.8572 8.3748 15.9711 -0.7839 0.1768 0.0517
H 19.9681 8.6377 14.7247 0.0069 0.0656 -0.2299
H 17.8297 10.7815 12.2364 0.3625 0.3454 0.0367
H 16.3256 10.4880 11.9907 -0.5516 0.2052 0.2169
C 14.6932 15.3399 14.6792 -1.4742 -0.3469 0.8676
C 13.1695 15.1969 14.3191 0.4081 1.0646 -0.4006
C 12.1199 15.9330 15.2303 1.4032 -0.8873 -0.9970
O 12.1296 15.2043 16.4018 1.4232 -0.5667 1.7098
C 11.2419 15.6020 17.4341 -1.3199 -0.2120 -2.3806
N 13.0234 15.7576 12.9802 -0.1579 0.2711 -0.0367
H 15.3567 14.9292 13.9181 -0.2500 0.0157 -0.1169
H 14.8347 14.7767 15.6030 0.3121 0.0193 0.1000
H 14.9886 16.3752 14.8666 -0.1633 0.0597 -0.1060
H 12.8694 14.1428 14.2990 0.2117 -0.1543 0.4274
H 11.1623 15.8422 14.7037 -0.2456 0.2455 0.1128
H 12.3905 16.9861 15.3749 -0.0881 0.0485 0.0036
H 10.3067 15.3565 16.9176 -0.8421 0.0312 0.9840
H 11.1954 16.6871 17.5472 0.5309 0.0224 0.6178
H 11.3700 14.9836 18.3181 0.2637 0.3586 0.0098
H 13.5685 15.2079 12.3265 0.1328 0.2115 -0.0912
H 12.0608 15.6441 12.6805 -0.1215 0.0846 -0.0804
```
Forces are in eV/Å.

spin multiplicity = 1
highest occupied orbital energy = -8.2 eV
LUMO = 0.011 eV
calculated total energy = -3404.35323 hartree
energy above the lowest of the compared OMol25 structures with the same formula, charge and spin = 62.32 kcal/mol